Molecular formula: H18O9
Method: DFT, wB97M-V/def2-TZVPD

Structure (XYZ):
```
27
Properties=species:S:1:pos:R:3:lowdin_charge:R:1
H -0.06553 -0.04419 0.99484 -0.013
H -0.30304 1.03760 -0.04602 0.026
H -0.02756 0.19069 3.55658 0.059
H -0.41613 1.15614 2.44890 0.047
H 1.75334 -1.76713 1.94826 0.045
H 1.79269 -1.76674 0.42889 0.024
H -2.67189 2.49221 -1.90355 0.030
H -2.55382 1.07570 -2.44168 0.032
H 2.09183 0.38931 -2.58578 0.042
H 2.14818 -0.96881 -1.90579 0.026
H -1.41324 -2.87898 -3.18449 0.034
H -0.23278 -2.55948 -2.28202 0.025
H -4.16571 -0.49477 2.67235 0.034
H -3.50749 -0.13508 1.35045 0.022
H 3.02026 -4.04293 0.59996 0.062
H 3.25574 -2.59385 0.99336 0.052
H -0.52049 5.68236 0.05971 0.028
H 0.74564 5.26409 0.78910 0.032
O 0.32340 0.34975 0.20583 -0.113
O 0.25886 0.51355 2.69477 -0.055
O 1.22694 -1.53652 1.17449 -0.091
O -2.16008 1.95227 -2.51634 -0.057
O 2.10363 -0.02497 -1.71559 -0.055
O -0.49385 -3.11862 -3.02241 -0.060
O -4.24191 -0.63661 1.72205 -0.056
O 2.68790 -3.34966 1.18125 -0.060
O 0.42884 5.84629 0.08932 -0.060
```

## Properties
- E_LUMO: -0.007 Eh
- Relative energy (zero: lowest compared OMol25 entry of this formula, charge and spin): 107.14 kcal per mole
- Energy: -687.85506 Eh
- Strongest force on any atom: 1.89 eV/Å
- SMILES: O.O.O.O.O.O.O.O.O
- Multiplicity: 1